No. 1
Below is one molecule with the formula C4H5NO2S, with properties calculated with ωB97M-V with the def2-TZVPD basis set.

```
13
Properties=species:S:1:pos:R:3:forces:R:3:mulliken_charge:R:1
S -1.458187 1.076817 0.107451 1.3 -1.8 1.6 -0.0411
O -1.364912 -0.145490 2.915578 0.7 0.1 -1.3 -0.2865
O 0.333182 -1.941707 1.687198 0.4 -0.7 0.4 -0.5633
N -0.546355 0.165598 1.868426 -1.0 2.0 -1.5 -0.1832
C 0.394860 0.814515 -2.103294 0.3 -2.0 -1.1 -1.1835
C 0.232331 -0.848519 1.203103 -1.9 0.6 1.6 0.4482
C -0.081778 0.411985 -0.768080 1.7 -0.1 1.3 0.6327
C 0.767757 -0.316323 -0.005566 0.9 -1.1 -0.5 -0.4633
H 0.281449 -0.004472 -2.863564 0.0 0.2 0.9 0.2901
H -1.649843 -1.055567 2.780928 -0.2 -0.7 0.0 0.3363
H -0.168676 1.553576 -2.546314 -1.0 2.2 -0.7 0.4283
H 1.456845 1.026733 -2.096974 0.1 0.3 0.1 0.3029
H 1.803327 -0.737146 -0.178892 -1.4 0.8 -0.7 0.2824
```
Forces are in eV/Å.

Summary:
calculated total energy	-20645.6601	eV
HOMO-LUMO gap	7.89	eV
HOMO energy	-9.07	eV
SMILES	Cc1cc(=O)n(O)s1
LUMO	-1.185	eV


No. 2
Below is one molecule with the formula C4H5NO2S2, with properties calculated with ωB97M-V with the def2-TZVPD basis set.

```
14
Properties=species:S:1:pos:R:3:forces:R:3:mulliken_charge:R:1
S 1.668748 -0.115783 0.924078 -0.4 1.1 -1.0 0.0819
S -1.334590 -0.221414 -0.029834 -1.3 0.5 2.0 1.1094
O -2.503337 -0.804475 -0.573366 -1.0 -0.6 -0.9 -0.6443
O -1.124987 -0.222470 1.402860 0.1 -0.8 -0.1 -0.6038
N -1.423847 1.453940 -0.383228 2.2 -1.6 -0.1 -0.5809
C 1.216962 -1.516693 0.135137 0.0 2.3 1.6 -0.0156
C -0.290990 1.996626 0.037334 -0.1 0.1 -1.5 0.1199
C 0.895247 1.426838 0.531414 1.0 -1.3 0.4 -0.4168
C 0.020838 -1.447574 -0.702991 -0.3 -0.4 -2.6 -0.6898
H 1.761894 -2.345969 0.661720 -1.0 0.4 -1.1 0.3138
H -0.180615 3.098355 -0.162901 -0.3 -1.0 0.5 0.3392
H 1.586090 2.168578 0.857524 0.7 0.2 0.4 0.3325
H -0.415403 -2.472960 -0.942261 0.0 1.5 0.8 0.3313
H 0.123985 -0.996995 -1.755487 0.6 -0.5 1.5 0.3234
```
Forces are in eV/Å.

Summary:
calculated total energy	-31480.0612	eV
HOMO-LUMO gap (spin up / spin down)	7.06 / 7.07	eV
HOMO energy (spin up / spin down)	-8.73 / -8.74	eV
LUMO (spin up / spin down)	-1.671 / -1.668	eV


No. 3
Below is C4H5NO3 as an isolated structure, with properties calculated with ωB97M-V with the def2-TZVPD basis set.

```
13
Properties=species:S:1:pos:R:3:forces:R:3:mulliken_charge:R:1
O 1.803304 0.109856 -0.414986 0.6 -1.8 2.3 -0.3542
O 0.849188 2.123949 0.224739 -1.1 -5.0 -0.6 -0.5823
O 0.166216 -1.395126 -0.002511 -0.7 -1.2 0.2 -0.3668
N -2.754566 -0.363258 0.030546 -8.1 1.1 -1.1 -0.5514
C 0.715070 0.885127 0.040210 1.0 1.7 -1.8 0.5316
C -0.486783 -0.117585 -0.073197 10.3 0.8 1.6 0.2175
C 1.610382 -1.380455 0.174385 -0.4 3.5 0.5 -0.2063
C -1.624664 0.424476 -0.056054 -6.3 1.0 -1.0 0.0280
H -1.834328 1.543573 -0.422375 1.0 -2.6 1.5 0.2153
H 1.902103 -1.219015 1.667589 -0.6 -0.8 -4.6 0.2483
H 2.409009 -2.350287 -0.559763 -3.0 3.3 2.5 0.2917
H -3.154459 -1.292134 0.476504 2.4 2.8 -1.1 0.2612
H -3.874058 0.281861 -0.345773 4.9 -2.7 1.6 0.2675
```
Forces are in eV/Å.

Summary:
calculated total energy	-11853.5758	eV
HOMO-LUMO gap	8.64	eV
HOMO energy	-8.50	eV
LUMO	0.135	eV


No. 4
Below is one molecule with the formula C4H5NO3, with properties calculated with ωB97M-V with the def2-TZVPD basis set.

```
13
Properties=species:S:1:pos:R:3:forces:R:3:mulliken_charge:R:1
O 0.528295 -1.259195 0.479006 0.6 -0.1 -0.1 -0.3177
O 0.036484 2.114744 0.079693 0.5 -0.4 0.2 -0.4093
O -2.674866 0.104305 -0.112328 0.7 0.1 0.0 -0.5613
N -0.720568 -1.186424 -0.151786 -0.6 2.4 0.4 -0.1395
C 0.513323 0.862632 -0.480789 -1.6 0.7 -0.1 0.0240
C 1.421864 -0.267021 -0.132548 -0.2 0.0 -0.2 -0.4149
C -0.477601 0.922690 0.652218 1.6 1.3 0.1 0.1190
C -1.502673 0.011969 0.149004 -0.8 -2.2 -0.3 0.3176
H -1.131062 -2.066889 -0.237975 -0.8 -1.5 0.1 0.2297
H 1.831999 -0.695273 -1.036214 0.3 -0.1 -0.1 0.2842
H 2.163894 -0.037693 0.600205 0.5 0.0 0.5 0.3049
H 0.030788 0.743907 -1.463354 0.4 0.1 0.5 0.2878
H -0.019875 0.752247 1.654865 -0.7 -0.2 -0.9 0.2755
```
Forces are in eV/Å.

Summary:
calculated total energy	-11856.4333	eV
HOMO-LUMO gap	10.45	eV
HOMO energy	-9.61	eV
SMILES	O=C1NOC[C@@H]2O[C@@H]12
LUMO	0.838	eV


No. 5
Below is C4H5NO3 as an isolated structure, with properties calculated with ωB97M-V with the def2-TZVPD basis set.

```
13
Properties=species:S:1:pos:R:3:forces:R:3:mulliken_charge:R:1
O 1.482462 2.180913 0.013335 1.5 3.7 0.5 -0.4846
O 2.133138 0.056906 -0.524084 1.7 -2.7 2.2 -0.3679
O 0.188825 -1.060213 -0.141257 1.6 -1.2 -0.3 -0.4130
N -2.245288 -0.015272 -0.240660 -6.6 1.8 -0.9 -0.5104
C 1.636399 -1.344129 0.109950 -1.8 3.3 0.5 -0.1479
C 1.284695 1.047160 -0.061543 -2.5 -4.9 -1.7 0.3168
C -0.013105 0.334765 -0.083218 3.2 -1.3 1.7 0.1270
C -1.228862 0.790045 -0.002422 0.0 1.6 -0.1 -0.0270
H 2.160518 -2.338321 -0.526030 -1.8 3.3 2.2 0.2705
H 1.610128 -1.259985 1.613650 0.9 -0.5 -4.6 0.2514
H -3.263832 0.754852 -0.438462 3.8 -4.4 1.2 0.3057
H -2.251422 -0.972338 0.147652 -0.6 1.0 -0.6 0.2442
H -1.493659 1.825618 0.133089 0.7 0.3 -0.2 0.4354
```
Forces are in eV/Å.

Summary:
calculated total energy	-11856.0380	eV
HOMO-LUMO gap	8.46	eV
HOMO energy	-8.15	eV
LUMO	0.310	eV


No. 6
Below is one molecule with the formula C4H5NO3S, with properties calculated with ωB97M-V with the def2-TZVPD basis set.

```
14
Properties=species:S:1:pos:R:3:forces:R:3:mulliken_charge:R:1
S -1.214265 -1.962080 0.399738 -0.1 1.0 -0.5 0.1084
O 0.403571 -1.604926 0.100141 -0.6 -2.0 -0.3 -0.3805
O -2.162607 1.589005 -0.494895 -0.8 0.9 -2.3 -0.3478
O -2.425236 1.298908 0.888170 1.1 -1.3 0.3 -0.4056
N -1.879730 -0.708916 -0.605810 3.0 -0.9 0.9 -0.3059
C -1.452274 0.508790 -0.236511 1.5 2.0 2.6 0.7763
C 2.313478 -0.182804 0.126897 0.0 -3.5 -1.5 -1.2848
C 0.003051 0.700275 -0.060560 -1.9 -1.8 0.5 -0.6882
C 0.817930 -0.350967 0.064829 0.9 1.3 -0.6 0.7707
H -2.772503 -0.597530 -0.907948 -3.5 -1.0 -1.0 0.2748
H 2.610258 0.636407 -0.443527 0.6 1.0 -1.4 0.3629
H 2.478138 0.101217 1.072678 0.8 1.1 3.9 0.4054
H 3.007532 -1.117877 0.031800 -1.7 1.6 -0.4 0.2924
H 0.272660 1.690504 0.064993 0.9 1.7 0.0 0.4219
```
Forces are in eV/Å.

Summary:
calculated total energy	-22690.6396	eV
HOMO-LUMO gap	8.88	eV
HOMO energy	-8.96	eV
SMILES	CC1=CC2(NSO1)OO2
LUMO	-0.077	eV


No. 7
Below is one molecule with the formula C4H5NO3S2, with properties calculated with ωB97M-V with the def2-TZVPD basis set.

```
15
Properties=species:S:1:pos:R:3:forces:R:3:mulliken_charge:R:1
S 2.496260 0.295141 0.021578 -4.9 -6.2 -2.2 1.1401
S -1.723128 0.312196 -0.111957 -0.8 -0.3 0.2 0.0008
O 2.826798 -0.882473 0.782780 0.6 0.3 0.2 -0.6220
O 3.127670 1.480680 0.289842 2.4 4.1 0.4 -0.5344
O 2.013596 -0.061629 -1.360667 1.8 1.0 1.4 -0.5955
N -0.222569 -0.258138 0.480945 -2.1 0.2 0.4 0.0343
C -1.082752 1.846856 -0.493064 1.5 -1.6 0.0 -0.2345
C 0.273509 1.829245 -0.248878 -2.7 1.9 -0.4 -0.5415
C -0.029323 -1.658385 0.666874 0.6 -2.0 -3.1 -0.7439
C 0.675976 0.613596 0.338033 4.2 2.6 -0.7 0.4207
H 0.759436 -1.990808 1.342224 0.1 0.8 -0.2 0.3343
H -1.631442 2.553370 -1.088282 -0.3 0.2 0.2 0.3877
H 0.773719 2.737994 -0.587894 0.8 -0.8 0.6 0.3308
H 0.217035 -2.033437 -0.457665 -0.5 0.4 2.8 0.3195
H -0.965838 -2.038389 1.001746 -0.7 -0.7 0.1 0.3035
```
Forces are in eV/Å.

Summary:
calculated total energy	-33529.3186	eV
HOMO-LUMO gap	9.08	eV
HOMO energy	-9.75	eV
LUMO	-0.669	eV


No. 8
Below is one molecule with the formula C4H5NO4, with properties calculated with ωB97M-V with the def2-TZVPD basis set.

```
14
Properties=species:S:1:pos:R:3:forces:R:3:mulliken_charge:R:1
O 4.794868 0.879566 0.440290 -0.1 0.2 0.4 -0.5331
O 3.226256 -0.580782 -0.012144 -1.1 0.3 0.0 -0.3775
O 2.301424 1.662491 -0.442521 -0.6 -1.2 0.6 -0.3966
O 5.344221 -1.055305 -0.283770 -0.4 -0.7 0.0 -0.5571
N 4.546616 -0.235613 0.066556 0.3 1.3 -0.4 1.0248
C -0.334585 -0.045572 -0.794331 2.0 3.6 2.9 -0.6722
C -0.447057 0.341802 0.647256 -1.6 -0.7 1.8 -0.4983
C 0.862139 -0.275348 0.168279 0.6 0.5 -0.4 0.0833
C 2.034219 0.573260 -0.097138 1.7 0.3 -0.6 0.4051
H -0.680068 1.350419 1.062676 1.4 -0.3 -1.2 0.2784
H -0.781402 -0.885675 -1.055707 -2.1 -3.5 -1.5 0.3282
H -0.334374 0.822001 -1.413306 0.4 0.0 -0.8 0.2613
H 1.312359 -1.273299 0.361603 -1.5 0.5 0.2 0.4187
H -1.127637 -0.239096 1.322298 1.1 -0.4 -0.9 0.2349
```
Forces are in eV/Å.

Summary:
calculated total energy	-13903.2028	eV
HOMO-LUMO gap	11.18	eV
HOMO energy	-10.86	eV
SMILES	O=C(O[N+](=O)[O-])C1CC1
LUMO	0.325	eV


No. 9
Below is one molecule with the formula C4H5NOS, with properties calculated with ωB97M-V with the def2-TZVPD basis set.

```
12
Properties=species:S:1:pos:R:3:forces:R:3:mulliken_charge:R:1
S 1.984777 -0.197130 0.091827 -1.6 0.5 -0.4 -0.0035
O -1.864764 -0.276681 -0.012457 0.3 0.5 0.2 -0.4356
N 1.272625 1.398876 -0.211905 -1.1 -0.1 0.3 -0.3925
C -0.810670 0.579084 0.495090 0.3 -1.1 -0.8 0.0409
C -0.543057 -0.543504 -0.474761 -0.6 0.1 1.8 -0.2377
C 0.518213 -1.468784 0.015969 -0.8 1.1 1.4 -0.6431
C 0.004250 1.684016 -0.104842 0.8 0.8 0.9 -0.0832
H 0.236613 -1.925665 0.997432 0.6 0.5 -0.7 0.3427
H -0.656331 0.454202 1.595614 0.1 -0.2 -1.1 0.2789
H -0.487592 -0.259691 -1.502591 0.4 0.2 -0.6 0.4248
H -0.356688 2.758668 -0.183555 0.8 -1.3 -0.3 0.3324
H 0.702623 -2.203388 -0.705823 0.8 -1.2 -0.9 0.3760
```
Forces are in eV/Å.

Summary:
calculated total energy	-18597.8926	eV
HOMO-LUMO gap	9.88	eV
HOMO energy	-9.08	eV
SMILES	C1=NSC[C@H]2O[C@H]12
LUMO	0.796	eV


No. 10
Below is one molecule with the formula C4H5NOS, with properties calculated with ωB97M-V with the def2-TZVPD basis set.

```
12
Properties=species:S:1:pos:R:3:forces:R:3:mulliken_charge:R:1
S 1.073672 -1.395413 -1.212056 0.7 1.1 2.0 -0.0245
O 1.700376 0.578367 2.208109 1.0 -0.4 -0.5 -0.5504
N 1.961701 -0.665693 0.256848 0.5 -1.1 -2.7 -0.3227
C 1.350996 -0.055821 1.249291 -5.1 1.1 0.8 0.5948
C -0.641742 0.445771 -0.365725 -0.9 0.7 -1.5 -0.1789
C -0.470234 -0.101123 0.976316 3.6 2.0 1.1 -0.9544
C -0.097000 -0.102127 -1.486660 0.1 -0.4 2.2 -0.2418
H -0.846116 0.598562 1.814019 0.4 -1.8 -1.3 0.2684
H 2.856656 -0.283219 -0.030068 0.0 -0.3 0.2 0.3008
H -0.595519 -1.159555 0.947683 -0.7 -0.8 0.6 0.4173
H -1.281787 1.354833 -0.430142 0.5 -0.7 -0.3 0.2660
H -0.260391 0.094845 -2.514527 -0.2 0.7 -0.6 0.4253
```
Forces are in eV/Å.

Summary:
calculated total energy	-18599.8980	eV
HOMO-LUMO gap	8.74	eV
HOMO energy	-8.58	eV
SMILES	O=C1CC=CSN1
LUMO	0.168	eV


What is the calculated total energy in the third record? -11853.5758 eV


Please write out number 8 again, unchanged.
Below is one molecule with the formula C4H5NO4, with properties calculated with ωB97M-V with the def2-TZVPD basis set.

```
14
Properties=species:S:1:pos:R:3:forces:R:3:mulliken_charge:R:1
O 4.794868 0.879566 0.440290 -0.1 0.2 0.4 -0.5331
O 3.226256 -0.580782 -0.012144 -1.1 0.3 0.0 -0.3775
O 2.301424 1.662491 -0.442521 -0.6 -1.2 0.6 -0.3966
O 5.344221 -1.055305 -0.283770 -0.4 -0.7 0.0 -0.5571
N 4.546616 -0.235613 0.066556 0.3 1.3 -0.4 1.0248
C -0.334585 -0.045572 -0.794331 2.0 3.6 2.9 -0.6722
C -0.447057 0.341802 0.647256 -1.6 -0.7 1.8 -0.4983
C 0.862139 -0.275348 0.168279 0.6 0.5 -0.4 0.0833
C 2.034219 0.573260 -0.097138 1.7 0.3 -0.6 0.4051
H -0.680068 1.350419 1.062676 1.4 -0.3 -1.2 0.2784
H -0.781402 -0.885675 -1.055707 -2.1 -3.5 -1.5 0.3282
H -0.334374 0.822001 -1.413306 0.4 0.0 -0.8 0.2613
H 1.312359 -1.273299 0.361603 -1.5 0.5 0.2 0.4187
H -1.127637 -0.239096 1.322298 1.1 -0.4 -0.9 0.2349
```
Forces are in eV/Å.

Summary:
calculated total energy	-13903.2028	eV
HOMO-LUMO gap	11.18	eV
HOMO energy	-10.86	eV
SMILES	O=C(O[N+](=O)[O-])C1CC1
LUMO	0.325	eV


Look up the calculated total energy of the sixth one. -22690.6396 eV


What did the sixth record say?
Below is one molecule with the formula C4H5NO3S, with properties calculated with ωB97M-V with the def2-TZVPD basis set.

```
14
Properties=species:S:1:pos:R:3:forces:R:3:mulliken_charge:R:1
S -1.214265 -1.962080 0.399738 -0.1 1.0 -0.5 0.1084
O 0.403571 -1.604926 0.100141 -0.6 -2.0 -0.3 -0.3805
O -2.162607 1.589005 -0.494895 -0.8 0.9 -2.3 -0.3478
O -2.425236 1.298908 0.888170 1.1 -1.3 0.3 -0.4056
N -1.879730 -0.708916 -0.605810 3.0 -0.9 0.9 -0.3059
C -1.452274 0.508790 -0.236511 1.5 2.0 2.6 0.7763
C 2.313478 -0.182804 0.126897 0.0 -3.5 -1.5 -1.2848
C 0.003051 0.700275 -0.060560 -1.9 -1.8 0.5 -0.6882
C 0.817930 -0.350967 0.064829 0.9 1.3 -0.6 0.7707
H -2.772503 -0.597530 -0.907948 -3.5 -1.0 -1.0 0.2748
H 2.610258 0.636407 -0.443527 0.6 1.0 -1.4 0.3629
H 2.478138 0.101217 1.072678 0.8 1.1 3.9 0.4054
H 3.007532 -1.117877 0.031800 -1.7 1.6 -0.4 0.2924
H 0.272660 1.690504 0.064993 0.9 1.7 0.0 0.4219
```
Forces are in eV/Å.

Summary:
calculated total energy	-22690.6396	eV
HOMO-LUMO gap	8.88	eV
HOMO energy	-8.96	eV
SMILES	CC1=CC2(NSO1)OO2
LUMO	-0.077	eV